A structure of composition C5H14NO2. Source: OMol25; level of theory: wB97M-V/def2-TZVPD.

Frontier orbital gap = 7.067 eV
Highest occupied orbital energy = -3.42 eV
LUMO = 3.65 eV
Energy above the lowest of the compared OMol25 structures with the same formula, charge and spin = 95.8 kJ/mol

Structure (ORCA input):
```
! wB97M-V def2-TZVPD RIJCOSX def2/J DEFGRID3
* xyz -1 1
C -0.96 0.33 0.19
H 2.36 -1.81 0.40
H 0.28 -1.03 -2.88
H -0.16 1.14 -1.54
H -1.49 2.36 0.13
O 1.83 -2.60 0.30
N -1.01 1.70 0.74
O 0.07 -2.24 -1.33
C -0.27 -1.03 -1.89
H 1.10 -2.30 -0.53
C 0.29 2.25 1.06
H 0.93 2.42 0.10
H -1.98 0.04 -0.12
H 0.38 3.24 1.50
H -0.93 -0.33 2.32
C 0.04 0.17 -1.01
C -0.60 -0.64 1.33
H 0.95 1.61 1.65
H 0.48 -0.79 1.36
H 1.10 0.21 -0.69
H -1.06 -1.62 1.15
H -1.33 -1.05 -2.23
*
```

Partial charges, natural (NBO), in e: atom 1 (C): -0.04, atom 2 (H): 0.41, atom 3 (H): 0.11, atom 4 (H): 0.17, atom 5 (H): 0.34, atom 6 (O): -1.09, atom 7 (N): -0.64, atom 8 (O): -0.90, atom 9 (C): -0.04, atom 10 (H): 0.49, atom 11 (C): -0.42, atom 12 (H): 0.15, atom 13 (H): 0.19, atom 14 (H): 0.19, atom 15 (H): 0.19, atom 16 (C): -0.44, atom 17 (C): -0.63, atom 18 (H): 0.20, atom 19 (H): 0.22, atom 20 (H): 0.20, atom 21 (H): 0.24, atom 22 (H): 0.11

=====

A cluster of 2 separate species, C5H14NO2 in total. Source: OMol25; level of theory: wB97M-V/def2-TZVPD.

Frontier orbital gap = 11.378 eV
Highest occupied orbital energy = -14.29 eV
LUMO = -2.91 eV
Energy above the lowest of the compared OMol25 structures with the same formula, charge and spin = 275.8 kJ/mol

Structure (ORCA input):
```
! wB97M-V def2-TZVPD RIJCOSX def2/J DEFGRID3
* xyz 1 1
C -2.23 0.68 0.55
H 1.04 0.64 0.02
H -2.79 0.75 1.56
C -1.89 -0.82 0.23
H -0.64 1.59 1.49
O 2.26 1.81 -1.74
H -1.26 2.49 -0.19
H 0.25 -2.72 0.75
H 0.26 -1.08 1.77
H 3.07 1.27 -1.71
H -2.65 -1.36 -0.46
C 0.53 -1.67 0.81
H -1.92 -1.46 1.16
H -0.40 -1.56 -1.27
N 0.01 0.57 -0.31
C -1.01 1.52 0.45
H 2.48 -2.31 0.62
H 0.07 0.92 -1.37
H -3.03 1.28 -0.02
H 2.46 2.62 -2.04
O 1.89 -1.54 0.66
C -0.43 -0.92 -0.28
*
```

Partial charges, natural (NBO), in e: atom 1 (C): -0.47, atom 2 (H): 0.48, atom 3 (H): 0.26, atom 4 (C): -0.45, atom 5 (H): 0.24, atom 6 (O): -0.97, atom 7 (H): 0.26, atom 8 (H): 0.21, atom 9 (H): 0.17, atom 10 (H): 0.49, atom 11 (H): 0.26, atom 12 (C): -0.06, atom 13 (H): 0.24, atom 14 (H): 0.26, atom 15 (N): -0.58, atom 16 (C): -0.22, atom 17 (H): 0.52, atom 18 (H): 0.48, atom 19 (H): 0.25, atom 20 (H): 0.48, atom 21 (O): -0.75, atom 22 (C): -0.08

=====

A cluster of 3 separate species, C5H14NO2 in total. Source: OMol25; level of theory: wB97M-V/def2-TZVPD.

Frontier orbital gap = 8.854 eV
Highest occupied orbital energy = -13.69 eV
LUMO = -4.83 eV
Energy above the lowest of the compared OMol25 structures with the same formula, charge and spin = 322.4 kJ/mol

Structure (ORCA input):
```
! wB97M-V def2-TZVPD RIJCOSX def2/J DEFGRID3
* xyz 1 1
H 3.40 -1.11 2.17
H -1.24 -1.81 -0.74
H -0.25 0.73 -2.32
H 3.23 2.37 1.77
C -0.89 0.38 -3.11
H -2.32 0.83 0.18
H 1.91 3.19 2.03
C 0.14 -1.00 1.43
C -1.58 -0.78 -0.92
H -1.21 0.29 2.13
H 0.55 -1.15 2.42
C -1.65 -0.03 0.17
H -1.88 -1.51 -2.84
N -0.84 -0.18 1.32
H -0.36 -0.23 -3.84
O 2.70 -1.04 1.50
C -1.97 -0.54 -2.36
H -1.52 0.99 -3.74
H 3.20 -1.11 0.67
H 0.55 -1.68 0.70
H -2.98 -0.14 -2.42
O 2.37 2.63 1.43
*
```

Partial charges, natural (NBO), in e: atom 1 (H): 0.49, atom 2 (H): 0.20, atom 3 (H): 0.22, atom 4 (H): 0.48, atom 5 (C): -0.60, atom 6 (H): 0.23, atom 7 (H): 0.48, atom 8 (C): 0.14, atom 9 (C): -0.07, atom 10 (H): 0.44, atom 11 (H): 0.23, atom 12 (C): -0.12, atom 13 (H): 0.23, atom 14 (N): -0.41, atom 15 (H): 0.22, atom 16 (O): -0.97, atom 17 (C): -0.46, atom 18 (H): 0.24, atom 19 (H): 0.49, atom 20 (H): 0.24, atom 21 (H): 0.24, atom 22 (O): -0.96

=====

A cluster of 2 separate species, C5H14NO2 in total. Source: OMol25; level of theory: wB97M-V/def2-TZVPD.

Frontier orbital gap = 10.571 eV
Highest occupied orbital energy = -13.76 eV
LUMO = -3.18 eV
Energy above the lowest of the compared OMol25 structures with the same formula, charge and spin = 394.7 kJ/mol

Structure (ORCA input):
```
! wB97M-V def2-TZVPD RIJCOSX def2/J DEFGRID3
* xyz 1 1
O -0.28 2.03 0.55
C 0.18 -1.84 -0.34
C 0.54 -0.62 0.16
H -1.55 -3.05 -0.34
C 1.18 2.24 0.39
H -1.91 -1.43 0.06
H -4.02 -0.16 -1.58
H 2.64 -0.96 0.96
H -1.64 -2.01 -1.39
O -3.32 -0.83 -1.90
H 2.39 0.17 -0.48
C 1.95 -0.10 0.45
H -2.86 -0.21 -2.39
H 1.02 0.98 2.16
N -1.26 -2.07 -0.46
H 1.36 1.96 -0.71
H -0.35 0.05 0.57
H -0.81 2.71 0.82
C 1.70 1.15 1.29
H 2.69 1.23 1.88
H 0.96 -2.55 -0.66
H 1.40 3.31 0.94
*
```

Partial charges, natural (NBO), in e: atom 1 (O): -0.79, atom 2 (C): -0.15, atom 3 (C): -0.11, atom 4 (H): 0.44, atom 5 (C): -0.09, atom 6 (H): 0.47, atom 7 (H): 0.50, atom 8 (H): 0.25, atom 9 (H): 0.45, atom 10 (O): -0.97, atom 11 (H): 0.23, atom 12 (C): -0.46, atom 13 (H): 0.48, atom 14 (H): 0.23, atom 15 (N): -0.69, atom 16 (H): 0.20, atom 17 (H): 0.25, atom 18 (H): 0.49, atom 19 (C): -0.45, atom 20 (H): 0.24, atom 21 (H): 0.25, atom 22 (H): 0.23

=====

The ion C5H14NO3S with charge +1. Source: OMol25; level of theory: wB97M-V/def2-TZVPD.

Frontier orbital gap = 12.131 eV
Highest occupied orbital energy = -15.09 eV
LUMO = -2.96 eV
Structure (SMILES) = CCOC[N@H+](C)S(C)(=O)=O

Structure (ORCA input):
```
! wB97M-V def2-TZVPD RIJCOSX def2/J DEFGRID3
* xyz 1 1
H 2.80 -0.44 0.58
H -1.74 1.52 3.27
O 1.84 -1.62 -2.48
H -1.11 2.56 1.99
H -0.59 -1.85 -0.38
H -1.29 -0.42 1.44
C -1.70 0.59 1.34
O 2.42 0.70 -1.72
H 2.69 -2.12 -0.06
H 0.55 0.95 0.34
N 0.05 -0.13 -1.45
C -0.19 1.05 -0.45
H -1.87 -0.96 -1.24
H 1.26 -1.33 0.69
C -0.85 -1.32 -1.29
H -0.11 1.27 2.68
S 1.81 -0.57 -1.53
H -0.10 0.24 -2.40
H 0.02 1.94 -1.04
C 2.16 -1.18 0.10
H -0.70 -1.97 -2.15
C -1.12 1.54 2.37
O -1.48 1.05 -0.02
H -2.78 0.51 1.41
*
```

Partial charges, natural (NBO), in e: atom 1 (H): 0.29, atom 2 (H): 0.25, atom 3 (O): -0.86, atom 4 (H): 0.24, atom 5 (H): 0.22, atom 6 (H): 0.16, atom 7 (C): -0.07, atom 8 (O): -0.87, atom 9 (H): 0.30, atom 10 (H): 0.19, atom 11 (N): -0.60, atom 12 (C): 0.11, atom 13 (H): 0.26, atom 14 (H): 0.26, atom 15 (C): -0.44, atom 16 (H): 0.21, atom 17 (S): 2.28, atom 18 (H): 0.45, atom 19 (H): 0.22, atom 20 (C): -0.91, atom 21 (H): 0.26, atom 22 (C): -0.66, atom 23 (O): -0.51, atom 24 (H): 0.22

=====

A cluster of 2 separate species, C5H14NOS in total. Source: OMol25; level of theory: wB97M-V/def2-TZVPD.

Frontier orbital gap (alpha / beta) = 1.894 / 5.941 eV
Highest occupied orbital energy (alpha / beta) = 3.84 / -0.33 eV
LUMO (alpha / beta) = 5.73 / 5.61 eV
Expectation value of S² = 0.75
Energy above the lowest of the compared OMol25 structures with the same formula, charge and spin = 211.0 kJ/mol

Structure (ORCA input):
```
! wB97M-V def2-TZVPD RIJCOSX def2/J DEFGRID3
* xyz -2 2
C 0.79 1.13 -0.03
C -1.12 1.59 1.54
H -0.48 1.94 2.39
C -0.13 -0.91 -1.26
H -1.88 0.15 2.81
C 0.79 0.33 -1.34
H 1.92 -3.34 -1.11
H 0.71 0.99 -2.20
C -1.50 0.01 1.91
H -0.95 -0.91 1.75
H -2.13 2.14 1.47
H -1.12 1.83 -0.48
H 1.64 1.90 -0.16
H 2.46 -1.87 -1.23
N -0.47 1.87 0.27
O 2.47 -2.74 -0.75
H 0.13 -1.60 -0.35
H -1.16 -0.53 -0.92
H 0.81 0.26 0.64
H -2.32 -0.23 1.21
S -0.27 -1.95 -2.71
H 1.83 -0.04 -1.46
*
```

Partial charges, natural (NBO), in e: atom 1 (C): -0.26, atom 2 (C): -0.69, atom 3 (H): 0.15, atom 4 (C): -0.57, atom 5 (H): 0.18, atom 6 (C): -0.41, atom 7 (H): 0.48, atom 8 (H): 0.19, atom 9 (C): -0.92, atom 10 (H): 0.20, atom 11 (H): 0.14, atom 12 (H): 0.35, atom 13 (H): 0.17, atom 14 (H): 0.49, atom 15 (N): -0.68, atom 16 (O): -0.98, atom 17 (H): 0.19, atom 18 (H): 0.18, atom 19 (H): 0.20, atom 20 (H): 0.18, atom 21 (S): -0.75, atom 22 (H): 0.16

=====

A cluster of 2 separate species, C5H14NS in total. Source: OMol25; level of theory: wB97M-V/def2-TZVPD.

Frontier orbital gap (alpha / beta) = 6.285 / 8.088 eV
Highest occupied orbital energy (alpha / beta) = -10.91 / -11.84 eV
LUMO (alpha / beta) = -4.63 / -3.76 eV
Energy above the lowest of the compared OMol25 structures with the same formula, charge and spin = 517.4 kJ/mol

Structure (ORCA input):
```
! wB97M-V def2-TZVPD RIJCOSX def2/J DEFGRID3
* xyz 1 1
H -2.21 -0.64 1.11
H -4.06 -1.50 -0.26
H -4.70 -0.20 0.88
H 3.90 -1.00 0.93
H 2.74 -1.58 -0.15
C -4.04 -0.41 0.09
H 3.87 0.92 -0.61
C -1.80 0.36 -0.53
H -2.81 0.77 1.23
C 2.78 -1.06 0.75
H 2.41 1.88 -1.05
S -0.09 -0.31 -0.41
C 2.83 0.93 -0.86
C 2.31 0.29 0.34
H 2.31 -1.64 1.70
H 0.30 0.20 -1.62
H 2.28 0.95 1.13
H -4.24 0.25 -0.71
N -2.70 0.05 0.54
H 2.76 0.26 -1.84
H -1.83 1.50 -0.65
*
```

Partial charges, natural (NBO), in e: atom 1 (H): 0.43, atom 2 (H): 0.25, atom 3 (H): 0.22, atom 4 (H): 0.25, atom 5 (H): 0.22, atom 6 (C): -0.40, atom 7 (H): 0.26, atom 8 (C): -0.42, atom 9 (H): 0.41, atom 10 (C): -0.70, atom 11 (H): 0.24, atom 12 (S): 0.16, atom 13 (C): -0.69, atom 14 (C): 0.02, atom 15 (H): 0.25, atom 16 (H): 0.18, atom 17 (H): 0.18, atom 18 (H): 0.23, atom 19 (N): -0.53, atom 20 (H): 0.22, atom 21 (H): 0.20

=====

A cluster of 2 separate species, C5H14NS in total. Source: OMol25; level of theory: wB97M-V/def2-TZVPD.

Frontier orbital gap (alpha / beta) = 10.557 / 6.732 eV
Highest occupied orbital energy (alpha / beta) = -19.50 / -19.49 eV
LUMO (alpha / beta) = -8.95 / -12.75 eV
Expectation value of S² = 0.75
Energy above the lowest of the compared OMol25 structures with the same formula, charge and spin = 158.0 kJ/mol

Structure (ORCA input):
```
! wB97M-V def2-TZVPD RIJCOSX def2/J DEFGRID3
* xyz 2 2
C -1.37 2.06 -2.12
H 2.06 0.49 0.98
S 0.54 -1.45 -1.00
H -1.26 -0.70 -2.32
H -0.41 0.52 4.07
H -2.13 2.08 -1.34
C -0.22 1.12 -1.76
H -1.39 -0.43 2.90
H -1.86 1.72 -3.03
C -0.39 -0.21 3.26
H -0.23 -2.19 -0.16
H 1.89 -1.01 2.12
H -1.48 -0.25 -0.62
H 0.09 -1.12 3.60
C -0.76 -0.28 -1.44
N 0.40 0.37 2.16
H 0.50 1.07 -2.58
H -1.00 3.07 -2.26
H 0.33 1.52 -0.90
H -0.01 1.18 1.70
C 1.50 -0.09 1.70
*
```

Partial charges, natural (NBO), in e: atom 1 (C): -0.61, atom 2 (H): 0.25, atom 3 (S): 0.70, atom 4 (H): 0.33, atom 5 (H): 0.28, atom 6 (H): 0.22, atom 7 (C): -0.41, atom 8 (H): 0.25, atom 9 (H): 0.24, atom 10 (C): -0.44, atom 11 (H): 0.16, atom 12 (H): 0.25, atom 13 (H): 0.26, atom 14 (H): 0.25, atom 15 (C): -0.58, atom 16 (N): -0.37, atom 17 (H): 0.25, atom 18 (H): 0.26, atom 19 (H): 0.19, atom 20 (H): 0.44, atom 21 (C): 0.09

=====

The ion C5H14NSi with charge +1. Source: OMol25; level of theory: wB97M-V/def2-TZVPD.

Frontier orbital gap = 10.634 eV
Highest occupied orbital energy = -13.97 eV
LUMO = -3.34 eV
Energy above the lowest of the compared OMol25 structures with the same formula, charge and spin = 430.9 kJ/mol

Structure (ORCA input):
```
! wB97M-V def2-TZVPD RIJCOSX def2/J DEFGRID3
* xyz 1 1
Si -1.92 1.90 0.08
C -0.66 0.46 0.25
H -0.77 -1.86 -2.11
C 1.95 -0.09 0.68
C 1.20 1.16 0.82
H 0.84 -2.05 0.57
H -0.82 -0.09 1.21
H 1.67 -1.64 -0.88
H -3.22 1.59 -0.71
C -1.05 -1.54 -1.10
H -2.07 -1.24 -1.16
H 2.38 -0.44 1.62
N -0.06 -0.58 -0.60
C 1.14 -1.21 -0.02
H -0.96 -2.55 -0.51
H 1.39 2.12 0.35
H -0.85 2.81 -0.42
H 0.23 -0.10 -1.50
H 0.95 1.35 1.93
H 2.92 -0.02 -0.02
H -2.30 2.04 1.53
*
```

Partial charges, natural (NBO), in e: atom 1 (Si): 0.85, atom 2 (C): -0.48, atom 3 (H): 0.23, atom 4 (C): -0.49, atom 5 (C): -0.33, atom 6 (H): 0.23, atom 7 (H): 0.22, atom 8 (H): 0.23, atom 9 (H): -0.10, atom 10 (C): -0.43, atom 11 (H): 0.25, atom 12 (H): 0.26, atom 13 (N): -0.38, atom 14 (C): -0.20, atom 15 (H): 0.24, atom 16 (H): 0.24, atom 17 (H): -0.13, atom 18 (H): 0.43, atom 19 (H): 0.23, atom 20 (H): 0.24, atom 21 (H): -0.11

=====

A cluster of 2 separate species, C5H14O in total. Source: OMol25; level of theory: wB97M-V/def2-TZVPD.

Frontier orbital gap = 10.068 eV
Highest occupied orbital energy = -9.16 eV
LUMO = 0.90 eV
Structure (SMILES) = CC(C)C.CO
Energy above the lowest of the compared OMol25 structures with the same formula, charge and spin = 295.2 kJ/mol

Structure (ORCA input):
```
! wB97M-V def2-TZVPD RIJCOSX def2/J DEFGRID3
* xyz 0 1
O -2.03 0.54 -0.21
C -2.74 0.11 0.93
H 0.39 -1.84 0.79
C 0.64 0.07 -0.24
H -2.19 0.22 1.87
H 1.06 1.67 -1.65
H 0.40 0.22 -2.39
H 1.69 -1.82 -0.41
H 2.09 0.25 -1.85
C 1.08 0.58 -1.61
C 1.57 0.62 0.85
H 1.61 1.71 0.85
H -0.01 -1.89 -0.92
H -3.04 -0.95 0.90
H -0.42 0.70 0.14
H -0.99 0.04 -0.50
C 0.68 -1.46 -0.19
H 2.59 0.27 0.68
H -3.66 0.68 1.09
H 1.29 0.27 1.85
*
```

Partial charges, natural (NBO), in e: atom 1 (O): -0.80, atom 2 (C): -0.25, atom 3 (H): 0.22, atom 4 (C): -0.33, atom 5 (H): 0.15, atom 6 (H): 0.22, atom 7 (H): 0.21, atom 8 (H): 0.22, atom 9 (H): 0.21, atom 10 (C): -0.61, atom 11 (C): -0.59, atom 12 (H): 0.21, atom 13 (H): 0.21, atom 14 (H): 0.16, atom 15 (H): 0.31, atom 16 (H): 0.49, atom 17 (C): -0.62, atom 18 (H): 0.20, atom 19 (H): 0.18, atom 20 (H): 0.21

=====

A cluster of 2 separate species, C5H14O in total. Source: OMol25; level of theory: wB97M-V/def2-TZVPD.

Frontier orbital gap = 11.389 eV
Highest occupied orbital energy = -10.60 eV
LUMO = 0.79 eV
Structure (SMILES) = CCCCC.O
Energy above the lowest of the compared OMol25 structures with the same formula, charge and spin = 89.3 kJ/mol

Structure (ORCA input):
```
! wB97M-V def2-TZVPD RIJCOSX def2/J DEFGRID3
* xyz 0 1
C 1.42 -1.21 0.13
H -2.01 0.16 -1.21
H -0.70 -0.89 -1.72
H -0.49 0.62 0.52
H 2.22 0.67 -0.16
H 1.40 -2.12 2.10
C 1.36 0.15 -0.60
H -1.23 0.75 -2.38
H -3.30 1.36 0.52
O -2.62 2.03 0.62
C 1.11 -1.20 1.61
H -2.25 1.98 1.49
H -0.14 1.83 -0.68
H 0.05 -1.02 1.78
H 2.35 -1.72 -0.14
C -0.03 0.78 -0.44
H 1.63 -0.38 2.12
H 0.72 -1.89 -0.36
H 1.47 -0.04 -1.67
C -0.95 0.14 -1.51
*
```

Partial charges, natural (NBO), in e: atom 1 (C): -0.39, atom 2 (H): 0.20, atom 3 (H): 0.20, atom 4 (H): 0.20, atom 5 (H): 0.20, atom 6 (H): 0.21, atom 7 (C): -0.40, atom 8 (H): 0.22, atom 9 (H): 0.47, atom 10 (O): -0.94, atom 11 (C): -0.61, atom 12 (H): 0.47, atom 13 (H): 0.22, atom 14 (H): 0.20, atom 15 (H): 0.20, atom 16 (C): -0.41, atom 17 (H): 0.20, atom 18 (H): 0.19, atom 19 (H): 0.21, atom 20 (C): -0.63

=====

A cluster of 2 separate species, C5H14O in total. Source: OMol25; level of theory: wB97M-V/def2-TZVPD.

Frontier orbital gap = 11.097 eV
Highest occupied orbital energy = -10.14 eV
LUMO = 0.96 eV
Structure (SMILES) = CC(C)O.CC
Energy above the lowest of the compared OMol25 structures with the same formula, charge and spin = 214.6 kJ/mol

Structure (ORCA input):
```
! wB97M-V def2-TZVPD RIJCOSX def2/J DEFGRID3
* xyz 0 1
H -0.32 1.88 -2.04
H 2.24 -0.26 0.53
C -1.31 2.16 -0.02
C -1.30 0.09 -1.35
C -0.57 1.37 -1.07
H -0.58 -0.78 -1.53
H -1.10 3.26 -0.08
H -1.01 1.76 1.04
H 0.86 0.60 0.15
H -2.40 2.08 -0.11
C 0.67 -1.91 1.32
O 0.76 1.28 -0.59
H -2.33 0.18 -1.89
H 2.23 -1.99 -0.22
H -1.66 -0.28 -0.43
C 1.99 -1.44 0.73
H 0.74 -2.97 1.71
H 0.21 -1.32 1.93
H 2.85 -1.71 1.46
H 0.02 -2.01 0.44
*
```

Partial charges, natural (NBO), in e: atom 1 (H): 0.19, atom 2 (H): 0.21, atom 3 (C): -0.62, atom 4 (C): -0.66, atom 5 (C): 0.07, atom 6 (H): 0.23, atom 7 (H): 0.22, atom 8 (H): 0.21, atom 9 (H): 0.46, atom 10 (H): 0.20, atom 11 (C): -0.61, atom 12 (O): -0.73, atom 13 (H): 0.23, atom 14 (H): 0.22, atom 15 (H): 0.20, atom 16 (C): -0.63, atom 17 (H): 0.21, atom 18 (H): 0.20, atom 19 (H): 0.21, atom 20 (H): 0.20